Record 1
Density functional theory data (ωB97M-V/def2-TZVPD) for 4 unconnected molecules or ions with the total composition C8H16Cl8 at a distorted geometry.

```
32
Properties=species:S:1:pos:R:3:mulliken_charge:R:1
Cl -14.1332 -19.6976 -30.3722 -0.192
C -13.3309 -18.2186 -30.8406 -0.388
C -14.2184 -17.4145 -31.7688 -0.432
Cl -13.4901 -15.8394 -32.2393 -0.203
H -12.3420 -18.4526 -31.2346 0.324
H -13.1647 -17.7149 -29.8884 0.281
H -15.1956 -17.2216 -31.3261 0.331
H -14.2498 -17.8705 -32.7583 0.280
Cl -12.0770 -23.5616 -14.3201 -0.188
C -11.9738 -25.1944 -15.0622 -0.415
C -13.1344 -25.2777 -16.0866 -0.418
Cl -12.9096 -24.3676 -17.5204 -0.153
H -11.9138 -25.8600 -14.2011 0.291
H -10.9340 -25.2017 -15.3890 0.281
H -14.0488 -24.9420 -15.5973 0.293
H -13.4312 -26.2806 -16.3936 0.308
Cl -15.5309 -16.5751 -12.5734 -0.159
C -14.1624 -16.0446 -13.4379 -0.355
C -13.6875 -16.9918 -14.4776 -0.441
Cl -14.9708 -17.2571 -15.7318 -0.207
H -13.3358 -15.9829 -12.7300 0.265
H -14.4578 -15.0721 -13.8318 0.303
H -13.4594 -17.9625 -14.0373 0.303
H -12.8416 -16.6834 -15.0919 0.292
Cl -11.3714 -17.9068 -20.9284 -0.179
C -11.8572 -18.8474 -22.3859 -0.499
C -13.1399 -18.4401 -23.0668 -0.321
Cl -13.2211 -16.6981 -23.3675 -0.171
H -11.8998 -19.8950 -22.0881 0.305
H -10.9918 -18.8671 -23.0483 0.308
H -13.9890 -18.7799 -22.4739 0.279
H -13.2004 -19.0140 -23.9915 0.277
```

The total charge is 0. For the LUMO energy, the calculation gives 0.50 eV. The gap between HOMO and LUMO is 11.08 eV. The total energy comes out at -3995.93042 a.u. The SMILES is ClCCCl.ClCCCl.ClCCCl.ClCCCl. For the energy relative to the best compared isomer or geometry (same formula, charge and spin), the calculation gives 121.4 kJ/mol. The HOMO energy is -10.586 eV.

Record 2
Density functional theory data (ωB97M-V/def2-TZVPD) for a gas-phase ion, C4H11NOS (charge +1) at a distorted geometry.

```
18
Properties=species:S:1:pos:R:3:mulliken_charge:R:1
C -1.9274 0.7870 0.1396 -1.473
C -0.8445 -0.2061 0.0381 0.377
C 0.2911 0.1257 -1.0600 -0.668
S -0.1820 -0.0292 -2.7827 0.125
N -0.1041 -0.4026 1.3492 -0.278
C 1.1764 -0.9394 1.3404 -0.534
O 2.1200 -0.0365 0.6307 -0.508
H -1.5887 1.8749 0.0861 0.361
H -2.7622 0.6813 -0.5640 0.393
H -2.3392 0.6314 1.1444 0.396
H -1.0548 -1.1880 -0.3979 0.358
H 1.1885 -0.6640 -1.2093 0.400
H 0.6905 1.2223 -0.9222 0.442
H -0.0585 1.2204 -3.2950 0.269
H -0.3169 0.4369 2.0549 0.320
H 1.0538 -1.8530 0.6786 0.363
H 1.6813 -1.2713 2.2284 0.371
H 2.9769 -0.3897 0.5408 0.285
```

The total charge is +1. For the LUMO energy (alpha / beta), the calculation gives -3.44 / -8.42 eV. The gap between HOMO and LUMO (alpha / beta) is 10.41 / 5.08 eV. The spin multiplicity is 2. The total energy comes out at -686.79048 a.u. As for the expectation value of S²: 0.75. For the energy relative to the best compared isomer or geometry (same formula, charge and spin), the calculation gives 247.1 kJ/mol. The HOMO energy (alpha / beta) is -13.853 / -13.497 eV.

Record 3
Density functional theory data (ωB97M-V/def2-TZVPD) for a molecular structure, C22H20IrN2S4.

```
49
Properties=species:S:1:pos:R:3:mulliken_charge:R:1
Ir -0.4797 -0.2815 0.2302 0.738
S -2.1702 1.2559 0.7996 -0.278
C -3.6454 0.3163 1.0551 0.966
C -4.7698 0.9421 1.5774 -0.632
C -5.9335 0.2034 1.7442 -0.610
C -5.9668 -1.1417 1.4047 -0.602
C -4.8397 -1.7687 0.8844 -0.610
C -3.6845 -1.0289 0.6944 0.291
S -2.2383 -1.8137 0.0146 -0.203
C -2.4827 -1.4852 -1.7856 -0.823
C -1.1408 -1.3709 -2.4492 0.867
C -0.8700 -1.8058 -3.7276 -0.925
C 0.4135 -1.6310 -4.2379 -0.444
C 1.4013 -1.0671 -3.4503 -0.707
C 1.0788 -0.6626 -2.1665 -0.453
C 3.3177 -0.9242 -1.0870 -1.406
S 2.4407 0.4187 1.3915 -0.011
C 1.5722 1.6478 2.3160 0.569
C 2.4380 2.6292 2.8046 -0.689
C 2.0015 3.5973 3.6922 -0.672
C 0.6815 3.6161 4.1258 -0.732
C -0.1897 2.6500 3.6695 -0.483
C 0.2395 1.6707 2.7668 0.702
S -0.9476 0.4430 2.3832 -0.242
N -0.1745 -0.7876 -1.7127 -0.326
H -4.7356 1.9876 1.8554 0.482
H -6.8137 0.6803 2.1529 0.430
H -6.8734 -1.7130 1.5503 0.424
H -4.8642 -2.8208 0.6310 0.505
H -3.0304 -0.5438 -1.8592 0.379
H -3.0823 -2.2848 -2.2147 0.531
H -1.6435 -2.2774 -4.3172 0.455
H 0.6428 -1.9603 -5.2424 0.469
H 2.4158 -0.9607 -3.8090 0.490
H 2.3232 0.9194 -1.4637 0.091
H 3.2083 -1.9484 -0.7455 0.384
H 3.4676 2.6355 2.4708 0.483
H 2.6979 4.3476 4.0416 0.405
H 0.3411 4.3709 4.8203 0.421
H -1.2167 2.6369 4.0132 0.435
C 5.6556 -1.4698 -1.8258 -1.314
C 4.6581 -0.3864 -1.4248 0.148
C 2.0726 -0.1078 -1.1728 1.696
N 1.3689 -0.0232 0.1490 0.173
H 6.6319 -1.0354 -2.0317 0.387
H 5.3263 -1.9984 -2.7208 0.330
H 5.7769 -2.2018 -1.0269 0.340
H 4.5673 0.3710 -2.2119 0.382
H 5.0538 0.1615 -0.5551 0.188
```

The total charge is +2. For the LUMO energy (alpha / beta), the calculation gives -7.67 / -7.66 eV. The gap between HOMO and LUMO (alpha / beta) is 5.88 / 6.46 eV. The spin multiplicity is 2. The total energy comes out at -2656.36677 a.u. As for the expectation value of S²: 0.75. The HOMO energy (alpha / beta) is -13.555 / -14.122 eV.

Record 4
Density functional theory data (ωB97M-V/def2-TZVPD) for 2 unconnected molecules or ions with the total composition C12H22N3O10 at a distorted geometry.

```
47
Properties=species:S:1:pos:R:3:mulliken_charge:R:1
O -3.7834 1.7895 -0.8046 -0.716
O 4.4864 -0.0686 1.8662 -0.719
O -0.6207 -1.8206 -1.4625 -0.855
O -2.5022 0.1563 -5.0832 -0.714
O 0.2247 -0.3169 -0.1024 -0.681
O 6.5127 1.5955 2.4487 -0.425
O -0.9156 -1.0877 2.0793 -0.692
O 2.9304 0.1501 4.7221 -0.676
O 0.4017 -0.6590 4.4613 -0.642
O 1.5288 1.1685 1.4777 -0.700
C -3.2100 0.9986 -1.5409 0.631
C 4.2124 0.7808 2.7127 0.344
C -0.1350 -0.6956 -1.2390 0.455
C -1.8534 -0.2777 -4.1338 0.068
N 5.2214 1.6682 3.0494 -0.114
N -1.7026 -1.5938 -3.9559 0.067
N -2.1446 1.4155 -2.2256 -0.116
C -3.7603 -0.4039 -1.6759 -0.853
C -2.2996 -2.6200 -4.8033 -1.040
C -0.9151 0.2046 2.6957 -1.000
C 2.8692 0.8587 3.4648 -0.046
C 0.3806 0.4006 3.4941 0.434
C 1.6749 0.3466 2.6394 0.180
C 0.0709 0.2535 -2.4202 -1.111
C -1.2139 0.7207 -3.1391 0.356
H 6.4992 0.8680 1.7887 0.371
H -0.4962 -0.9980 1.1727 0.497
H 2.0398 -0.2412 4.8963 0.554
H 0.0660 -1.4568 3.9964 0.378
H 1.0240 0.6424 0.7818 0.562
H 5.0572 2.2837 3.8431 0.251
H -1.2191 -1.8952 -3.1096 0.294
H -1.9204 2.3756 -2.0290 0.240
H -4.5847 -0.5239 -0.9768 0.331
H -4.1214 -0.5555 -2.6900 0.254
H -2.9902 -1.1290 -1.4315 0.244
H -1.9977 -3.6073 -4.4529 0.365
H -1.9733 -2.4797 -5.8343 0.302
H -3.3863 -2.5363 -4.7599 0.295
H -1.7694 0.2819 3.3754 0.432
H -1.0280 0.9870 1.9378 0.293
H 2.6803 1.9158 3.6689 0.246
H 0.3324 1.3732 3.9946 0.290
H 1.8653 -0.6858 2.3225 0.254
H 0.5969 1.1403 -2.0624 0.407
H 0.7257 -0.2272 -3.1492 0.425
H -0.8575 1.5038 -3.8077 0.282
```

The total charge is -1. For the LUMO energy, the calculation gives 2.96 eV. The gap between HOMO and LUMO is 9.66 eV. The total energy comes out at -1387.22990 a.u. The HOMO energy is -6.702 eV.

Record 5
Density functional theory data (ωB97M-V/def2-TZVPD) for 8 unconnected molecules or ions with the total composition C5H25NO7 at a distorted geometry.

```
38
Properties=species:S:1:pos:R:3:mulliken_charge:R:1
C -1.9695 -0.8708 -2.7310 -1.342
C -2.5676 0.0405 -1.6270 -0.795
C -1.3736 0.4174 -0.7778 0.222
C -1.0861 0.1475 0.5007 -0.872
N 0.1528 0.6482 0.9999 0.673
C 0.4204 0.5920 2.4412 -1.207
H -2.5350 -1.7535 -3.0100 0.430
H -1.8230 -0.3115 -3.6513 0.370
H -0.9038 -1.0394 -2.5569 0.264
H -3.3036 -0.5129 -1.0391 0.347
H -3.0816 0.9644 -1.8958 0.419
H -0.7145 1.1341 -1.2606 0.316
H -1.5790 -0.5667 1.1282 0.493
H 1.0177 0.4889 0.5019 -0.302
H 0.9744 -0.3415 2.6905 0.355
H -0.4150 0.4092 3.0917 0.399
H 0.8514 1.5454 2.7297 0.311
O 1.6159 2.3736 -1.0164 -0.748
H 0.7017 2.2788 -0.7158 0.192
H 2.0636 2.6077 -0.1929 0.373
O 1.2344 -2.8184 2.4361 -0.676
H 0.7739 -2.2588 1.7968 0.445
H 1.7992 -3.3193 1.8425 0.304
O -2.6724 -2.6719 -0.1912 -0.616
H -2.6469 -2.7265 -1.1535 0.282
H -3.3231 -3.3433 0.0738 0.271
O -0.5306 4.0392 -0.0306 -0.652
H -0.9481 3.3415 0.4827 0.326
H 0.2871 4.3854 0.3012 0.299
O 2.0285 -0.1349 -1.1575 -0.480
H 2.6770 -0.6936 -1.6067 0.201
H 2.1736 0.8496 -1.3125 0.419
O 3.2672 1.2105 0.9754 -0.582
H 3.3972 1.5555 1.8578 0.304
H 2.8002 0.3563 0.8621 0.355
O 0.2400 -2.5580 -0.0774 -0.787
H 0.5136 -1.7677 -0.5905 0.345
H -0.6980 -2.3184 -0.0554 0.342
```

The total charge is 0. For the LUMO energy, the calculation gives 0.39 eV. The gap between HOMO and LUMO is 8.46 eV. The total energy comes out at -786.86939 a.u. The SMILES is CC/C=C/NC.O.O.O.O.O.O.O. For the energy relative to the best compared isomer or geometry (same formula, charge and spin), the calculation gives 167.4 kJ/mol. The HOMO energy is -8.061 eV.

Record 6
Density functional theory data (ωB97M-V/def2-TZVPD) for a molecular structure, C6H8INO at a distorted geometry.

```
17
Properties=species:S:1:pos:R:3:mulliken_charge:R:1
C 1.1005 2.4733 0.8913 -0.395
C 1.2454 2.3305 -0.4462 -0.244
C 0.0121 0.6771 0.2351 0.341
C -0.5413 -1.0742 -1.4115 -1.575
C -0.2871 -1.8687 1.0119 -1.242
C -0.7493 -0.7566 0.0078 0.676
N 0.3032 1.2943 1.2845 -0.517
O 0.5982 1.2428 -0.8521 -0.299
I -2.7613 -0.1265 0.3406 0.130
H 1.4189 3.2114 1.5246 0.413
H 1.8339 2.8719 -1.0644 0.473
H -1.0956 -2.0075 -1.5697 0.416
H -0.8674 -0.4781 -2.1687 0.421
H 0.5562 -1.2387 -1.5703 0.330
H -0.9732 -2.7503 0.9320 0.371
H -0.4475 -1.3988 1.9893 0.368
H 0.6545 -2.4018 0.8657 0.334
```

The total charge is 0. For the LUMO energy, the calculation gives 0.55 eV. The gap between HOMO and LUMO is 9.65 eV. The total energy comes out at -661.06167 a.u. For the energy relative to the best compared isomer or geometry (same formula, charge and spin), the calculation gives 18.2 kJ/mol. The HOMO energy is -9.106 eV.

Record 7
Density functional theory data (ωB97M-V/def2-TZVPD) for a molecular structure, BrH2NOS2 at a distorted geometry.

```
7
Properties=species:S:1:pos:R:3:mulliken_charge:R:1
N 0.6776 0.6548 0.3702 -0.422
O 0.1687 -1.7344 -0.1023 -0.496
S -1.8464 0.2565 0.6084 -0.215
S -0.1612 -0.3847 -0.3274 0.689
Br 2.5044 0.6380 -0.0246 -0.074
H -1.0226 1.0300 1.3358 0.304
H -0.3206 -0.4601 -1.8601 0.213
```

The total charge is 0. For the LUMO energy, the calculation gives -0.37 eV. The gap between HOMO and LUMO is 9.19 eV. The total energy comes out at -3501.43664 a.u. For the energy relative to the best compared isomer or geometry (same formula, charge and spin), the calculation gives 192.0 kJ/mol. The HOMO energy is -9.556 eV.

Record 8
Density functional theory data (ωB97M-V/def2-TZVPD) for 2 unconnected molecules or ions with the total composition C2HIN2O2 at a distorted geometry.

```
8
Properties=species:S:1:pos:R:3:mulliken_charge:R:1
C 0.7964 -0.6224 -0.2798 -0.200
C 0.2167 1.7149 0.0345 0.782
N -0.2954 -0.9738 -0.0131 0.500
N -1.3958 -0.8731 0.4449 -0.786
O -0.4985 1.4505 -0.8271 -0.375
O 0.9645 2.1859 0.7692 -0.378
I 2.5438 -1.6398 -0.2196 0.189
H -2.3320 -1.2424 0.0909 0.269
```

The total charge is 0. For the LUMO energy, the calculation gives -0.59 eV. The gap between HOMO and LUMO is 8.28 eV. The total energy comes out at -634.38805 a.u. For the energy relative to the best compared isomer or geometry (same formula, charge and spin), the calculation gives 91.8 kJ/mol. The HOMO energy is -8.871 eV.

Repeat the second record exactly.
Density functional theory data (ωB97M-V/def2-TZVPD) for a gas-phase ion, C4H11NOS (charge +1) at a distorted geometry.

```
18
Properties=species:S:1:pos:R:3:mulliken_charge:R:1
C -1.9274 0.7870 0.1396 -1.473
C -0.8445 -0.2061 0.0381 0.377
C 0.2911 0.1257 -1.0600 -0.668
S -0.1820 -0.0292 -2.7827 0.125
N -0.1041 -0.4026 1.3492 -0.278
C 1.1764 -0.9394 1.3404 -0.534
O 2.1200 -0.0365 0.6307 -0.508
H -1.5887 1.8749 0.0861 0.361
H -2.7622 0.6813 -0.5640 0.393
H -2.3392 0.6314 1.1444 0.396
H -1.0548 -1.1880 -0.3979 0.358
H 1.1885 -0.6640 -1.2093 0.400
H 0.6905 1.2223 -0.9222 0.442
H -0.0585 1.2204 -3.2950 0.269
H -0.3169 0.4369 2.0549 0.320
H 1.0538 -1.8530 0.6786 0.363
H 1.6813 -1.2713 2.2284 0.371
H 2.9769 -0.3897 0.5408 0.285
```

The total charge is +1. For the LUMO energy (alpha / beta), the calculation gives -3.44 / -8.42 eV. The gap between HOMO and LUMO (alpha / beta) is 10.41 / 5.08 eV. The spin multiplicity is 2. The total energy comes out at -686.79048 a.u. As for the expectation value of S²: 0.75. For the energy relative to the best compared isomer or geometry (same formula, charge and spin), the calculation gives 247.1 kJ/mol. The HOMO energy (alpha / beta) is -13.853 / -13.497 eV.